{
  "formula": "C2H7N3",
  "method": "the ωB97M-V functional and the def2-TZVPD basis",
  "elements": ["N", "C", "N", "N", "H", "H", "H", "C", "H", "H", "H", "H"],
  "xyz": [[1.8047, -0.1815, -0.7042], [0.7594, 0.0312, -0.0897], [0.1040, 0.7976, 0.7168], [0.2415, 2.1996, 0.6582], [1.8155, -0.4568, -1.6752], [-0.6113, 2.7415, 0.7109], [0.8144, 2.3897, -0.1645], [-0.9083, -1.5308, 0.0507], [-0.7461, -0.4528, 0.7871], [-1.8593, -1.7553, 0.5499], [-1.1785, -1.4045, -0.9956], [-0.2360, -2.3780, 0.1556]],
  "forces_ev_per_a": [[-0.5, -0.8, 0.4], [0.8, 4.2, 0.9], [-0.4, -0.4, -0.8], [2.2, -0.4, -0.6], [-0.2, -0.1, -0.2], [-0.2, -0.7, -0.2], [-0.4, 0.7, 0.3], [-1.1, 1.0, 2.0], [-0.4, -3.4, -2.0], [-0.1, -0.6, -0.1], [0.2, 0.5, -0.1], [0.1, 0.1, 0.2]],
  "mulliken_charge": [-0.48, 0.32, -0.15, -0.57, 0.26, 0.23, 0.24, -1.25, 0.45, 0.35, 0.29, 0.30],
  "lumo_ev": 0.8,
  "spin_multiplicity": 1,
  "homo_energy_ev": -8.37,
  "smiles": "N=C=NN.C"
}